No. 1
{
  "formula": "C32H38Br7Cl4MgNO12PV2",
  "method": "ωB97M-V/def2-TZVPD",
  "charge": 1,
  "total_energy_ev": -666291.8153,
  "e_homo_ev": -8.8,
  "lumo_ev": -7.864,
  "homo_lumo_gap_ev": 0.9,
  "fmax_ev_per_a": 9.360,
  "species": ["C", "C", "H", "N", "H", "Cl", "Mg", "C", "H", "C", "H", "O", "H", "O", "V", "H", "C", "H", "C", "H", "H", "C", "H", "H", "H", "P", "Br", "Br", "C", "C", "O", "Cl", "H", "H", "H", "H", "C", "C", "Br", "Br", "C", "O", "H", "H", "O", "H", "H", "H", "C", "C", "O", "Br", "C", "O", "C", "C", "C", "O", "H", "H", "Br", "O", "Cl", "O", "H", "H", "Br", "O", "H", "H", "C", "C", "C", "H", "H", "C", "H", "H", "C", "Cl", "C", "H", "C", "C", "C", "H", "V", "C", "H", "H", "C", "O", "H", "C", "C", "H", "C", "H"],
  "coordinates": [[-0.761, 1.993, 2.146], [-3.765, 1.502, -2.266], [0.137, -8.182, -1.516], [5.806, 1.473, 0.634], [1.668, 3.824, 1.840], [2.797, -10.868, 4.621], [3.259, 0.388, 4.728], [3.668, 4.634, 2.575], [-3.240, 1.012, -5.356], [-1.874, 2.278, 4.665], [1.709, 1.951, 4.222], [1.196, 6.850, 3.092], [-4.420, -1.239, -5.269], [2.138, 10.235, 3.051], [1.667, 8.542, 3.071], [-0.234, 0.758, 3.997], [3.915, 4.585, -0.493], [1.863, -7.883, -1.650], [-1.380, -0.177, -2.108], [-2.025, 0.441, 3.314], [0.816, -1.766, -4.983], [1.947, -5.600, -0.086], [3.540, 2.148, 3.716], [1.388, -9.022, 4.222], [-3.198, 3.732, 3.336], [5.117, 0.522, 1.793], [-7.608, 3.189, -4.107], [-5.701, 5.588, -5.104], [2.427, 2.281, 3.339], [1.390, -0.767, -0.556], [5.092, -2.808, -4.702], [1.417, 2.767, 0.117], [-0.148, -6.115, -0.143], [1.572, 4.483, 3.604], [-0.351, 3.084, 2.245], [2.923, -5.980, -0.407], [-2.310, 3.757, 4.111], [1.553, -6.600, 1.862], [-5.396, 1.508, -8.257], [-6.685, 4.312, -9.182], [3.248, 0.416, 1.298], [-2.020, 2.975, -1.950], [-1.388, 4.371, 3.666], [5.330, 1.045, 3.126], [6.106, -1.137, -1.783], [-2.879, 1.756, 5.043], [-4.739, 1.430, -2.943], [-1.700, 2.038, 1.409], [-2.570, 0.608, -2.983], [1.398, -9.833, 4.954], [1.635, -6.887, 3.044], [-4.412, 2.784, -4.180], [2.048, 1.293, 2.062], [1.024, -7.417, 0.900], [0.970, -1.720, -1.864], [-1.339, -0.098, -0.439], [3.869, 4.617, 0.915], [-2.443, -0.230, 0.331], [-0.502, 1.186, 6.129], [3.476, 5.774, 2.874], [-0.063, -10.893, 2.400], [-3.330, 2.930, -2.116], [1.520, -9.122, 6.572], [1.984, -5.419, 1.319], [3.832, 4.580, -1.680], [-1.488, 2.628, 6.897], [-8.592, 1.913, -8.185], [-5.129, -1.769, -5.585], [4.591, 4.186, 3.146], [-6.014, 3.290, -6.025], [-6.928, 2.385, -9.075], [2.918, -0.597, 0.016], [-2.451, 0.467, -4.645], [-6.998, 2.014, -10.102], [-4.073, 1.124, -1.202], [-0.168, -1.034, -2.877], [0.714, -6.746, -2.391], [0.066, 2.963, 5.725], [-5.943, 3.661, -4.997], [-0.109, -10.752, 4.790], [0.493, 1.114, 1.473], [5.778, -0.789, 1.763], [0.893, -7.390, -1.525], [-0.865, 2.295, 5.963], [-0.082, -1.158, -4.540], [1.741, -4.655, -0.597], [5.599, -1.973, -3.243], [2.257, 3.845, 2.877], [-1.699, 3.934, -1.932], [6.535, 0.917, 0.129], [-1.259, -0.397, -5.405], [1.530, -2.927, -2.089], [-1.199, -0.467, -6.594], [-1.209, 1.279, 3.550], [0.188, 0.110, 0.207], [3.801, -1.188, -0.523], [0.835, -6.592, -0.240], [-2.701, 4.431, 5.016]],
  "lowdin_charge": [-0.160, -0.294, 0.088, -0.293, -0.007, 0.585, 0.706, -0.160, 0.033, -0.380, 0.031, -0.647, -0.119, -0.607, 1.095, 0.088, 0.023, 0.093, 0.039, 0.136, 0.108, -0.105, -0.018, -0.008, 0.094, 0.678, 0.579, 0.567, -0.300, 0.016, -0.630, 0.560, 0.167, 0.106, 0.091, 0.150, -0.109, -0.495, 0.572, 0.563, -0.240, -0.093, 0.083, -0.065, -0.665, 0.142, 0.021, 0.141, -0.021, -1.487, 0.111, 0.949, -0.167, 0.064, -0.169, -0.157, -0.102, -0.031, 0.077, 0.097, 0.432, -0.395, 0.618, 0.071, 0.071, 0.093, 0.567, -0.125, 0.115, -0.092, -1.591, 0.054, -0.032, -0.023, 0.139, -0.015, 0.099, 0.077, -1.497, 0.572, -0.180, 0.032, -0.012, -0.112, 0.029, 0.114, 1.053, -0.242, 0.162, -0.034, -0.014, -0.050, 0.112, -0.166, -0.001, 0.094, -0.347, 0.098]
}

***

No. 2
{
  "formula": "C15H23NO3",
  "method": "ωB97M-V/def2-TZVPD",
  "smiles": "CCC1(CC)C(=O)CC(=O)N(C2CCCCC2)C1=O",
  "total_energy_ev": -23559.9796,
  "relative_energy_kcal_mol": 67.64,
  "e_homo_ev": -9.7,
  "lumo_ev": 0.642,
  "homo_lumo_gap_ev": 10.3,
  "fmax_ev_per_a": 3.331,
  "species": ["O", "H", "H", "C", "C", "H", "H", "C", "H", "C", "C", "C", "C", "C", "H", "C", "H", "H", "H", "N", "H", "H", "H", "H", "H", "H", "C", "C", "C", "H", "C", "C", "C", "H", "H", "H", "O", "H", "H", "H", "H", "O"],
  "coordinates": [[1.262, 0.578, -1.252], [-1.745, 2.171, -2.931], [1.475, 1.194, 1.006], [2.147, -0.021, 3.455], [-0.721, 1.901, -3.234], [-0.457, 2.273, -4.221], [-0.021, -2.494, -1.379], [0.220, 0.057, -0.850], [-1.834, -3.231, -2.778], [-0.118, -1.886, -2.320], [-2.165, -0.586, -1.553], [0.735, 0.566, 1.458], [-2.249, -1.208, -0.242], [-1.030, -2.751, -3.292], [1.541, -0.303, 4.355], [-0.517, 0.445, -3.278], [0.951, -1.447, 2.431], [0.491, 0.283, -3.450], [2.352, -0.891, 1.438], [-0.050, -0.119, 0.469], [-0.958, 1.213, 2.876], [3.097, -0.523, 3.605], [-0.012, 2.345, -2.575], [-1.585, -2.145, -4.002], [-0.337, 2.355, 1.775], [1.084, 3.245, 3.319], [-1.253, -0.775, 0.813], [1.568, -0.533, 2.123], [2.311, 1.490, 3.648], [0.481, 2.079, 4.377], [-0.012, 1.599, 2.435], [0.933, 2.165, 3.461], [-0.694, -0.462, -1.944], [-1.227, 0.153, -4.086], [2.816, 1.588, 4.589], [0.894, -1.835, -2.780], [-1.627, -0.954, 1.950], [-3.270, -1.336, 0.241], [-1.933, -2.187, -0.446], [-0.366, -3.447, -3.847], [2.979, 1.942, 2.841], [-3.155, -0.507, -2.206]],
  "lowdin_charge": [0.093, 0.092, 0.137, -0.206, -0.103, 0.085, 0.122, -0.351, 0.057, -0.133, -0.378, -0.235, -0.009, -0.065, 0.126, -0.181, 0.133, 0.080, 0.120, 0.094, 0.117, 0.099, 0.060, 0.064, 0.093, 0.116, -0.349, -0.129, -0.193, 0.074, -0.100, -0.198, -0.244, 0.131, 0.097, 0.128, 0.104, 0.176, 0.117, 0.084, 0.127, 0.149]
}

***

No. 3
{
  "formula": "C4H6FNO",
  "method": "ωB97M-V/def2-TZVPD",
  "total_energy_ev": -10497.8334,
  "relative_energy_kcal_mol": 53.50,
  "e_homo_ev": -9.3,
  "lumo_ev": 0.435,
  "homo_lumo_gap_ev": 9.7,
  "fmax_ev_per_a": 5.164,
  "species": ["H", "H", "O", "H", "C", "H", "N", "F", "C", "C", "H", "H", "C"],
  "coordinates": [[1.389, 1.332, -1.110], [-1.121, 1.582, -1.240], [2.154, -1.222, 1.596], [-1.240, -0.098, -1.803], [0.999, -0.887, 1.576], [-1.515, 0.841, 1.004], [0.406, -0.021, 0.773], [1.254, -0.552, -1.779], [-1.001, 0.099, 0.384], [0.740, 0.471, -1.127], [-1.540, -0.851, 0.455], [0.260, -1.256, 2.335], [-0.785, 0.562, -1.063]],
  "lowdin_charge": [0.134, 0.110, 0.015, 0.116, -0.448, 0.109, 0.022, 0.087, -0.202, -0.076, 0.113, 0.136, -0.115]
}

***

No. 4
{
  "formula": "C12H24FMgO12",
  "method": "ωB97M-V/def2-TZVPD",
  "charge": 1,
  "total_energy_ev": -45561.2210,
  "e_homo_ev": -12.3,
  "lumo_ev": -3.772,
  "homo_lumo_gap_ev": 8.6,
  "fmax_ev_per_a": 5.421,
  "species": ["H", "Mg", "H", "O", "C", "O", "C", "C", "F", "C", "O", "H", "H", "H", "H", "C", "O", "H", "C", "H", "C", "H", "H", "O", "O", "C", "O", "H", "H", "H", "H", "H", "H", "O", "O", "O", "H", "H", "C", "H", "H", "H", "O", "H", "C", "H", "C", "H", "O", "C"],
  "coordinates": [[0.497, 2.810, -1.548], [0.966, -0.187, 1.954], [-0.212, 1.707, -7.095], [-1.002, 2.573, -5.424], [-0.927, 1.484, 3.825], [-2.152, -1.967, -0.169], [1.913, -3.764, 1.372], [0.067, 2.872, -4.682], [0.452, 0.985, 0.430], [0.912, 2.840, -2.555], [-0.930, -1.308, 1.670], [1.239, 3.841, -2.837], [-0.570, -0.925, 4.828], [-2.018, 3.081, 1.508], [-2.020, -1.274, -2.100], [-2.062, -3.611, 2.819], [1.096, 3.343, -5.135], [-1.809, 2.344, -7.470], [2.888, -0.683, -2.018], [-2.376, -2.954, 3.630], [-1.324, 3.323, 2.313], [-2.509, -4.599, 2.932], [0.524, 0.246, 5.691], [-1.307, 0.986, 5.011], [2.427, -3.361, 0.159], [-0.498, -0.102, 5.538], [-0.145, 2.609, -3.441], [1.751, 2.146, -2.513], [-0.494, -1.247, -1.287], [-0.982, -3.759, 2.836], [2.459, -3.275, 2.179], [-0.341, 3.383, -7.242], [-0.821, -0.509, 6.497], [-2.385, -3.154, 1.566], [-1.698, 2.577, 3.540], [2.597, -1.914, -1.393], [3.732, -0.153, -1.577], [0.839, -3.590, 1.442], [-1.735, -2.054, 1.060], [-1.370, 4.408, 2.404], [2.149, 0.110, -1.907], [2.174, -4.806, 1.554], [2.090, -1.172, 0.682], [-1.778, -0.020, -0.865], [2.423, -2.057, -0.141], [-0.339, 3.029, 1.949], [-1.556, -1.051, -1.139], [3.169, -0.775, -3.067], [-0.100, 1.050, 3.103], [-0.905, 2.521, -6.887]],
  "lowdin_charge": [0.085, 0.953, 0.090, -0.005, -0.540, 0.049, -0.044, -0.644, -0.501, -0.042, 0.031, 0.104, 0.082, 0.099, 0.104, -0.067, 0.107, 0.095, -0.001, 0.103, 0.016, 0.112, 0.103, 0.040, 0.052, 0.003, 0.029, 0.081, 0.090, 0.082, 0.104, 0.090, 0.107, 0.014, 0.037, 0.093, 0.111, 0.087, -0.489, 0.099, 0.079, 0.118, 0.014, 0.105, -0.515, 0.079, 0.032, 0.116, 0.057, -0.007]
}